# 1
DFT (ωB97M-V/def2-TZVPD) results for a 2-piece molecular cluster, C2H2OS overall at a distorted geometry.

The gap between HOMO and LUMO is 0.3453 Ha. Its LUMO energy is -0.2 eV. The energy above the lowest of the compared OMol25 structures with the same formula, charge and spin is 166.4 kJ/mol. As for the energy: -550.724874 Eh.

Bonds (Å) are listed after each position.
Atoms and positions in Å:
1 C -0.07897 -0.39985 0.69012  C2 1.410, O3 1.180, S4 1.866
2 C 0.13147 0.43060 -0.42993  C1 1.410, S4 1.811, H5 1.061
3 O 0.17027 -1.35914 1.33086  C1 1.180
4 S -1.30727 0.99429 0.51378  C1 1.866, C2 1.811
5 H 1.05987 0.93694 -0.51693  C2 1.061
6 H 0.02463 -0.60283 -1.58790  no bonds

Atom charges from the Mulliken analysis, given in e for atoms 1 to 5: 0.506, -0.480, -0.410, -0.135, 0.294



# 2
DFT (ωB97M-V/def2-TZVPD) results for an isolated molecule of C2H2OS2 at a distorted geometry.

The gap between HOMO and LUMO is 0.2603 Ha. Its LUMO energy is -2.0 eV. The energy above the lowest of the compared OMol25 structures with the same formula, charge and spin is 100.1 kJ/mol. As for the energy: -948.966881 Eh. As for the SMILES: OC(=S)C=S.

Bonds (Å) are listed after each position.
Atoms and positions in Å:
1 O -0.38747 1.48773 -0.07271  C2 1.351, H6 1.046
2 C -0.68230 0.17098 -0.00503  O1 1.351, S3 1.615, C4 1.477
3 S -2.22884 -0.27766 -0.12904  C2 1.615
4 C 0.43001 -0.80074 -0.00216  C2 1.477, S5 1.590, H7 1.170
5 S 1.85035 -0.10038 -0.14179  C4 1.590
6 H 0.62762 1.47694 0.17749  O1 1.046
7 H 0.39063 -1.95686 0.17324  C4 1.170

Atom charges from the Mulliken analysis, given in e for atoms 1 to 5: -0.399, 0.330, -0.262, 0.042, -0.315



# 3
DFT (ωB97M-V/def2-TZVPD) results for an isolated molecule of C2H2OS3 at a distorted geometry.

The gap between HOMO and LUMO is 0.2561 Ha. Its LUMO energy is -1.9 eV. The energy above the lowest of the compared OMol25 structures with the same formula, charge and spin is 117.7 kJ/mol. As for the energy: -1347.146735 Eh. As for the SMILES: OC(=S)C(=S)S.

Bonds (Å) are listed after each position.
Atoms and positions in Å:
1 O -0.61099 -1.86313 0.33188  C2 1.408, H7 0.952
2 C -0.80717 -0.53116 -0.08006  O1 1.408, S3 1.692, C4 1.496
3 S -2.35612 0.10634 -0.32148  C2 1.692
4 C 0.49427 0.20518 -0.12114  C2 1.496, S5 1.589, S6 1.705
5 S 1.97689 -0.33784 -0.29687  C4 1.589
6 S -0.04922 1.79691 0.16029  C4 1.705, H8 1.489
7 H 0.29289 -2.10977 0.49955  O1 0.952
8 H 1.05943 2.73347 -0.17217  S6 1.489

Atom charges from the Mulliken analysis, given in e for atoms 1 to 5: -0.397, 0.287, -0.194, 0.311, -0.273



# 4
DFT (ωB97M-V/def2-TZVPD) results for an isolated molecule of C2H2S at a distorted geometry.

The gap between HOMO and LUMO is 0.3136 Ha. Its LUMO energy is 0.7 eV. The energy above the lowest of the compared OMol25 structures with the same formula, charge and spin is 209.8 kJ/mol. As for the energy: -475.455818 Eh. As for the SMILES: C1=CS1.

Bonds (Å) are listed after each position.
Atoms and positions in Å:
1 C 0.66265 0.17014 0.12678  C2 1.288, S3 1.862, H4 1.292
2 C -0.19954 -0.77550 0.27446  C1 1.288, S3 1.834, H5 0.988
3 S 1.32565 -1.19772 1.20156  C1 1.862, C2 1.834
4 H 1.21557 1.16953 -0.47819  C1 1.292
5 H -1.06189 -1.25730 0.28793  C2 0.988

Charges computed using Mulliken, reported in e: -0.240, -0.318, -0.218, 0.297, 0.479



# 5
DFT (ωB97M-V/def2-TZVPD) results for an isolated molecule of C2H2S4 at a distorted geometry.

The gap between HOMO and LUMO is 0.2586 Ha. Its LUMO energy is -1.9 eV. The energy above the lowest of the compared OMol25 structures with the same formula, charge and spin is 27.2 kJ/mol. As for the energy: -1670.111582 Eh. As for the SMILES: S=C(S)C(=S)S.

Bonds (Å) are listed after each position.
Atoms and positions in Å:
1 S 0.93070 1.64987 -0.05766  C2 1.574
2 C 0.56806 0.11865 -0.02366  S1 1.574, S3 1.802, C4 1.509
3 S 1.76349 -1.22939 0.02171  C2 1.802, H7 1.280
4 C -0.82935 -0.45041 -0.02008  C2 1.509, S5 1.600, S6 1.800
5 S -1.10103 -2.02683 -0.05639  C4 1.600
6 S -2.31234 0.56964 -0.00920  C4 1.800, H8 1.382
7 H 2.76736 -0.44850 -0.12677  S3 1.280
8 H -1.78689 1.81697 0.27205  S6 1.382

Atom charges from the Mulliken analysis, given in e for atoms 1 to 5: -0.265, 0.360, -0.113, 0.138, -0.252



# 6
DFT (ωB97M-V/def2-TZVPD) results for a 13-piece molecular cluster, C2H30O14 overall at a distorted geometry.

The gap between HOMO and LUMO is 0.3780 Ha. Its LUMO energy is -0.1 eV. The energy above the lowest of the compared OMol25 structures with the same formula, charge and spin is 132.1 kJ/mol. As for the energy: -1147.488706 Eh.

Bonds (Å) are listed after each position.
Atoms and positions in Å:
1 O -1.33256 -1.80815 2.16488  C2 1.330, H24 0.970
2 C -1.24368 -0.51247 1.87968  O1 1.330, C3 1.548, H4 1.079, O43 1.433
3 C -0.32405 -0.20316 0.67406  C2 1.548, H5 1.081, H6 1.108, H7 1.069
4 H -0.98114 -0.00945 2.79796  C2 1.079
5 H -0.42785 -1.01731 -0.02980  C3 1.081
6 H 0.75687 -0.18907 0.91795  C3 1.108
7 H -0.46853 0.74959 0.21089  C3 1.069
8 H 2.12773 -0.52540 -2.22968  O10 0.960
9 H 2.09378 -0.52195 -3.77900  O10 0.986
10 O 2.44285 -1.00977 -2.99654  H8 0.960, H9 0.986
11 H 2.16311 -2.02811 -0.18089  O13 0.967
12 H 2.87918 -3.28834 -0.74924  O13 0.956
13 O 2.19919 -2.99369 -0.14565  H11 0.967, H12 0.956
14 H 1.08863 -2.49331 2.75911  O16 0.945
15 H 2.03277 -3.06762 1.66123  O16 1.022
16 O 1.99664 -2.48366 2.49919  H14 0.945, H15 1.022
17 H -1.41230 2.61803 1.07036  O19 0.904
18 H -2.41666 1.54943 0.62630  O19 0.919
19 O -2.09012 2.40091 0.51251  H17 0.904, H18 0.919
20 H -3.92760 -0.73451 -1.00942  O22 0.998
21 H -1.90960 -3.40193 -0.80902  O25 1.021
22 O -3.22467 -1.35754 -0.67333  H20 0.998, H41 1.014
23 H -0.30898 -3.26897 -0.57729  O25 1.048
24 H -1.34760 -2.39070 1.38947  O1 0.970
25 O -1.21879 -3.32925 -0.06048  H21 1.021, H23 1.048
26 H -1.01281 0.50029 -2.19940  O28 0.911
27 H 0.05573 -0.56214 -2.61254  O28 0.961
28 O -0.12342 0.31267 -2.25815  H26 0.911, H27 0.961
29 H 0.09254 3.69292 -1.59654  O31 0.944
30 H 1.01377 2.49785 -2.20535  O31 0.961
31 O 0.36269 3.18937 -2.34847  H29 0.944, H30 0.961
32 H 2.18135 0.19371 3.58498  O34 1.047
33 H 3.30195 1.04331 2.72999  O34 1.083
34 O 2.29118 1.12104 3.11138  H32 1.047, H33 1.083
35 H 1.36392 1.01023 -1.37010  O37 0.937
36 H 2.61593 1.59978 -0.83119  O37 0.899
37 O 2.20368 1.36089 -1.59404  H35 0.937, H36 0.899
38 H -0.87581 2.33797 -3.07881  O40 1.045
39 H -1.99402 2.27320 -2.12492  O40 0.913
40 O -1.84616 1.96640 -2.97184  H38 1.045, H39 0.913
41 H -2.90362 -1.02504 0.22883  O22 1.014
42 H -3.26201 -0.53074 2.08969  O43 0.983
43 O -2.57142 -0.08716 1.54861  C2 1.433, H42 0.983
44 H 0.37500 3.47312 2.17388  O46 0.881
45 H 0.97011 2.13796 2.15661  O46 0.917
46 O 0.61482 2.81077 1.64411  H44 0.881, H45 0.917

Atom charges from the Mulliken analysis, given in e for atoms 1 to 5: -0.600, -0.358, -0.114, 0.322, 0.271



- Among the records above, which one has the highest gap between HOMO and LUMO?
  C2H30O14